Entry 1:
Below is 14 unconnected molecules or ions with the total composition C4H37NO13S2 in a non-equilibrium geometry, with properties calculated with wB97M-V/def2-TZVPD.

Each line ends with the Mulliken spin population.
CARTESIAN COORDINATES (ANGSTROEM)
S1 2.22711 3.30765 2.75982  0.01
S2 3.19864 1.82205 1.69740  -0.04
C1 1.88830 0.45755 1.87165  0.13
C2 0.98438 0.10088 0.78043  0.39
C3 0.48192 -1.29572 1.15943  0.23
N1 -0.95645 -1.31594 1.66016  -0.55
C4 -1.28349 -2.45187 2.57215  0.66
H1 2.21537 2.90767 4.04662  -0.01
H2 1.29166 0.53627 2.69383  0.00
H3 2.64410 -0.40530 2.03185  -0.03
H4 1.26839 0.42253 -0.26851  -0.24
H5 0.06192 0.80974 0.85864  0.07
H6 0.65388 -1.85561 0.14205  0.38
H7 1.14792 -1.83846 1.82335  0.35
H8 -0.97944 -0.42074 2.17801  0.04
H9 -0.70913 -2.39664 3.58834  0.00
H10 -1.08153 -3.54381 2.27717  -0.17
H11 -2.29669 -2.34383 2.90817  0.00
H12 -2.87225 4.25508 -0.11277  0.00
H13 -3.77250 2.99678 0.41013  0.00
O1 -3.37153 3.85406 0.64971  -0.01
H14 -2.17743 3.17000 -2.25894  0.00
H15 -0.86636 3.36200 -1.37910  0.00
O2 -1.74562 3.74109 -1.63984  0.02
H16 -0.24902 0.55847 -1.85415  -0.01
H17 0.55337 0.53165 -3.19300  0.04
O3 0.56624 0.88263 -2.33844  -0.06
H18 -1.56367 -2.01905 -3.35718  0.05
H19 -0.99378 -1.20351 -2.28550  0.05
O4 -1.09190 -1.21195 -3.19099  -0.08
H20 -1.83375 -0.46913 0.02062  -0.02
H21 -1.84916 0.73148 -0.54048  0.01
O5 -1.90562 -0.12995 -0.88703  0.19
H22 1.90751 -3.96178 2.43576  0.14
H23 2.60869 -2.75462 3.27162  0.29
O6 1.67871 -3.02147 2.92254  -0.54
H24 1.73007 3.82401 -2.67334  -0.02
H25 0.66068 2.79667 -3.03651  0.01
O7 0.79519 3.62327 -2.52204  0.02
H26 3.97676 1.02862 -2.02523  -0.04
H27 2.92052 0.98029 -1.14496  0.01
O8 3.62254 0.44402 -1.45309  0.02
H28 -1.28140 -2.42562 -0.29527  0.06
H29 -1.99261 -3.69947 -0.64218  0.02
O9 -1.69761 -2.81374 -1.03422  -0.40
H30 -4.96676 1.17988 -0.88508  0.00
H31 -3.51753 0.81893 -0.70680  0.00
O10 -4.33483 1.14775 -0.20353  -0.02
H32 3.08476 -3.42144 -1.01833  0.01
H33 3.73843 -2.03483 -0.85375  0.07
O11 3.94231 -2.94788 -0.96802  -0.11
H34 -1.51930 3.24464 2.17891  0.00
H35 -2.81495 2.33655 2.45780  0.00
O12 -1.80877 2.33839 2.27007  0.01
H36 2.17475 -2.99345 -3.61067  -0.03
H37 1.33705 -2.30023 -2.59203  0.06
O13 2.17194 -2.93453 -2.69530  0.02

## Properties
Expectation value of S²: 0.751
Multiplicity: 2
Highest occupied orbital energy (alpha / beta): 0.231 / -6.518 eV
Net charge: -1
E: -54522.771 eV



Entry 2:
Below is C19H25N3O4S in the gas phase in a non-equilibrium geometry, with properties calculated with wB97M-V/def2-TZVPD.

Each line ends with the natural charge from an NBO analysis.
CARTESIAN COORDINATES (ANGSTROEM)
C1 -2.73245 0.06928 4.33174  -0.62
C2 -3.13451 -0.72218 3.09194  -0.21
N1 -2.37992 -0.30236 1.92226  -0.47
C3 -2.99881 0.46232 0.98139  0.66
O1 -4.14295 0.86744 1.12257  -0.63
C4 -2.21351 0.70891 -0.24582  0.01
C5 -1.32894 -0.13193 -0.89333  -0.22
C6 -0.86318 0.55342 -2.02193  -0.43
S1 0.38496 -0.04125 -3.11757  2.34
O2 -0.08614 -1.21774 -3.79090  -0.93
O3 0.85193 1.06329 -3.90835  -0.95
N2 1.55721 -0.46774 -1.98505  -0.68
C7 2.78685 0.29604 -2.02998  -0.25
C8 3.73657 -0.27489 -3.08602  -0.09
O4 3.98407 -1.64467 -2.85411  -0.53
C9 2.78576 -2.39020 -2.88329  -0.09
C10 1.79510 -1.88882 -1.82900  -0.26
C11 -1.48010 1.78274 -2.03725  0.01
N3 -2.31028 1.86195 -0.97665  -0.29
C12 -3.11612 3.00829 -0.64903  -0.42
C13 -0.98568 -0.53692 1.92467  0.26
C14 -0.48191 -1.82592 2.05538  -0.27
C15 0.88550 -2.02992 2.03545  -0.20
C16 1.75427 -0.96310 1.88478  -0.23
C17 1.26615 0.33179 1.77053  0.01
C18 2.18411 1.50383 1.60803  -0.63
C19 -0.10588 0.53220 1.80629  -0.25
H1 -1.67533 -0.07235 4.54839  0.21
H2 -3.31329 -0.26460 5.18701  0.22
H3 -2.91961 1.12892 4.17647  0.21
H4 -4.18861 -0.55340 2.86322  0.24
H5 -2.96988 -1.78965 3.25874  0.19
H6 -1.05352 -1.12596 -0.61058  0.24
H7 2.52784 1.32513 -2.27376  0.24
H8 3.24919 0.24624 -1.03918  0.20
H9 4.70854 0.22017 -3.05031  0.20
H10 3.28306 -0.13231 -4.07787  0.18
H11 3.06857 -3.42711 -2.69414  0.19
H12 2.31208 -2.30881 -3.87236  0.18
H13 0.84124 -2.40029 -1.94411  0.23
H14 2.18773 -2.05316 -0.82020  0.21
H15 -1.37083 2.58030 -2.74382  0.23
H16 -2.53157 3.74535 -0.09216  0.20
H17 -3.48225 3.46996 -1.56451  0.21
H18 -3.96040 2.68731 -0.04081  0.26
H19 -1.15469 -2.66439 2.14938  0.22
H20 1.27607 -3.03238 2.12965  0.22
H21 2.82011 -1.13791 1.86476  0.21
H22 2.04539 1.94863 0.62303  0.22
H23 1.96531 2.26671 2.35354  0.22
H24 3.22387 1.20480 1.71151  0.22
H25 -0.50112 1.53495 1.73136  0.21

## Properties
SMILES: CCN(C(=O)c1cc(S(=O)(=O)N2CCOCC2)cn1C)c1cccc(C)c1
Highest occupied orbital energy: -8.556 eV
Net charge: 0
E: -43603.907 eV



Entry 3:
Below is C5H4N2 in the gas phase, with properties calculated with wB97M-V/def2-TZVPD.

Each line ends with the natural charge from an NBO analysis.
CARTESIAN COORDINATES (ANGSTROEM)
C1 -2.41547 0.49124 2.04158  0.05
C2 -1.34182 0.63681 1.38924  -0.55
C3 -0.30936 0.38152 0.55037  0.34
C4 -0.44520 -0.16455 -0.83869  -0.55
C5 0.98430 -0.45889 -1.17910  0.07
N1 1.78544 -0.19378 -0.21415  -0.20
N2 1.00380 0.30434 0.81888  -0.37
H1 -1.06301 -1.03689 -0.60693  0.29
H2 -1.00698 0.42732 -1.56504  0.28
H3 1.38174 -0.82007 -2.12171  0.22
H4 1.42654 0.43295 1.72555  0.43

## Properties
Highest occupied orbital energy (alpha / beta): -9.371 / -9.372 eV
Net charge: 0
E: -8225.001 eV



Entry 4:
Below is C3H5NO5 in the gas phase in a non-equilibrium geometry, with properties calculated with wB97M-V/def2-TZVPD.

Each line ends with the natural charge from an NBO analysis.
CARTESIAN COORDINATES (ANGSTROEM)
O1 -0.51880 1.60562 -1.64468  -0.49
C1 -0.69801 0.65215 -0.92108  0.61
N1 -1.00867 0.91503 0.56040  -0.77
C2 0.43648 -0.10923 0.90934  0.75
O2 0.23538 -0.98853 1.74087  -0.71
O3 1.54727 0.68904 0.91121  -0.73
C3 0.00421 -0.64016 -0.85980  0.35
O4 -0.72940 -1.77338 -0.64793  -0.69
O5 0.96054 -0.88167 -1.82550  -0.66
H1 -1.75071 0.36957 0.99225  0.42
H2 -0.99560 1.90275 0.79749  0.43
H3 2.14587 0.29684 1.56890  0.51
H4 -1.27274 -1.83922 0.16289  0.51
H5 1.64416 -0.19881 -1.74436  0.49

## Properties
SMILES: O=C1[NH2+][C@]([O-])(O)C1(O)O
Highest occupied orbital energy: -8.621 eV
Net charge: 0
E: -14917.246 eV